Entry 1:
24
Properties=species:S:1:pos:R:3:nbo_charge:R:1 method="wB97M-V/def2-TZVPD" homo_energy_ev=-15.7 total_charge=+2 total_energy_ev=-28912.6986 e_lumo_ha=-0.3505
O 0.1057 -3.4589 -2.5096 -0.302
C 0.0205 -2.3114 -2.6021 0.474
Pb -0.5342 -0.0280 -2.8511 1.132
O -2.6121 -0.0415 -5.7079 -0.289
C -1.8779 -0.0484 -4.8262 0.456
C 2.1831 -0.0379 -2.8806 0.501
O 3.3039 -0.0368 -3.0553 -0.321
C 0.0094 2.2261 -2.4829 0.470
O 0.1165 3.3747 -2.4275 -0.291
N 1.1376 0.8289 4.1587 -0.785
C 1.3492 0.9187 2.8142 0.636
O 2.3103 1.5079 2.3241 -0.573
C 0.3262 0.2462 1.9432 -0.125
C -0.8216 -0.4528 2.3745 -0.087
C -1.7012 -1.0246 1.4504 -0.212
C -1.4198 -0.8813 0.0846 0.024
N -0.3361 -0.1944 -0.3159 -0.574
C 0.5426 0.3449 0.5582 0.088
H 1.8221 1.2791 4.7456 0.434
H 0.3682 0.3600 4.6037 0.403
H -1.0269 -0.5506 3.4372 0.243
H -2.6025 -1.5752 1.7388 0.266
H -2.0663 -1.3124 -0.6973 0.195
H 1.4034 0.8675 0.1234 0.239

Entry 2:
18
Properties=species:S:1:pos:R:3:nbo_charge:R:1 method="wB97M-V/def2-TZVPD" homo_energy_ev="-8.3 / -8.3" relative_energy_kcal_mol=147.2 total_energy_ev=-14554.5762 e_lumo_ha="-0.0241 / -0.0242"
C 0.7624 0.4655 -1.7173 -0.157
C 1.5166 -0.6165 -1.4126 -0.378
C -1.9808 -0.1042 0.7381 -0.196
C 0.1016 1.5443 0.9342 -0.167
C -1.2006 -0.9642 1.4107 -0.213
C 0.6768 0.5486 1.6024 -0.193
C -0.6968 0.6541 -1.4652 0.548
C 1.1609 -1.7770 -0.6933 0.740
C -0.7955 0.5610 0.0244 -0.272
C 0.0465 -0.5235 0.7917 -0.139
O -1.5028 0.9875 -2.3171 -0.501
O 1.2562 -2.9249 -0.5052 -0.430
H 1.2098 1.3634 -2.1319 0.241
H 2.5627 -0.7050 -1.4330 0.251
H -2.9752 0.2045 0.5140 0.224
H -0.0834 2.5381 0.9212 0.206
H -1.3413 -1.7478 2.2359 0.220
H 1.2830 0.4961 2.5031 0.216

Entry 3:
119
Properties=species:S:1:pos:R:3:lowdin_charge:R:1 method="wB97M-V/def2-TZVPD" homo_energy_ev=-4.8 total_charge=-1 total_energy_ev=-92323.9617 e_lumo_ha=0.0589
C -4.5325 4.4223 3.1908 -0.086
C -3.1871 5.3136 3.3818 -0.101
C -1.9823 4.3029 3.0667 -0.403
O -1.1100 4.1973 3.9446 0.028
O -1.9579 3.5871 1.8409 -0.062
C -0.5397 3.2567 1.6392 -0.323
C -0.2078 2.6684 0.1698 -0.364
Ta 1.9047 1.6622 0.3732 1.284
C 1.2897 -0.1721 -0.8845 -0.424
C 1.4244 0.0155 -2.4654 -0.312
C 0.5790 -1.0317 -3.3332 -0.206
C 0.9440 -2.5525 -3.0610 -0.221
N 0.4673 -3.0896 -1.7513 0.020
C -0.9553 -3.3108 -1.7246 -0.434
N -1.8686 -2.3816 -1.7857 0.136
N -1.4257 -4.7290 -1.5693 0.062
P 4.2548 0.6102 0.9552 0.170
O 3.8390 -0.9093 1.6514 -0.581
I 5.2187 2.1464 2.6382 0.329
H -4.7693 4.4675 2.0853 0.077
H -5.3536 4.8058 3.8645 0.037
H -4.2126 3.3543 3.4204 0.086
H -3.0576 5.6849 4.4393 0.099
H -3.1025 6.1231 2.5914 0.081
H 0.0597 4.2217 1.7097 0.107
H -0.1570 2.4642 2.3633 0.060
H -0.1948 3.5248 -0.5927 0.040
H -0.9793 1.9114 -0.1749 0.045
H 1.2504 0.7942 1.8875 -0.111
H 2.3581 3.0988 1.4504 -0.173
H 2.5894 2.5824 -1.0745 -0.133
H 0.2351 -0.5381 -0.6475 0.039
H 1.9898 -1.0367 -0.5978 0.021
H 1.0319 1.0636 -2.7130 0.083
H 2.4975 0.0090 -2.8428 0.078
H -0.5319 -0.8044 -3.2731 0.087
H 0.8688 -0.8281 -4.4259 0.103
H 0.6345 -3.2018 -3.9491 0.101
H 2.0827 -2.6055 -3.0393 0.094
H 0.9718 -3.9439 -1.4867 0.093
H -2.8217 -2.7714 -1.7454 0.022
H -1.6286 -4.8695 -0.5657 0.085
H -2.3427 -4.8121 -2.0249 0.010
H 3.1874 -0.7145 2.3675 -0.018
O -5.2004 -1.8743 -2.1362 -0.075
H -4.6825 -1.0647 -2.0417 0.047
H -5.9409 -1.6150 -2.6985 0.025
O -6.0950 4.6587 5.6628 -0.073
H -6.7035 5.1843 6.1991 0.059
H -5.3952 4.4112 6.2798 0.070
O 7.8106 1.4371 0.3631 -0.139
H 7.2183 1.9606 0.9258 -0.118
H 8.5153 1.1581 0.9604 -0.001
O -4.6516 -5.2515 -0.9443 -0.071
H -5.1848 -5.0956 -0.1529 0.026
H -4.9599 -4.5821 -1.5716 0.018
O -5.9958 -2.7748 -4.5366 -0.083
H -6.3145 -3.6814 -4.5214 0.030
H -5.0457 -2.8578 -4.3790 0.007
O 4.3545 1.4983 -2.8302 -0.111
H 4.8002 1.3279 -1.9904 -0.010
H 5.0743 1.6992 -3.4411 0.013
O -4.0322 -4.4759 -4.0362 -0.043
H -4.3449 -5.3892 -4.0193 0.065
H -3.0827 -4.5509 -3.8798 0.042
O -1.8312 -7.7178 -3.5887 -0.067
H -1.6562 -6.8364 -3.2322 0.002
H -2.2212 -8.1948 -2.8480 0.033
O 7.1837 0.4513 -3.9326 -0.055
H 7.6272 0.2829 -3.0916 0.043
H 7.9032 0.6509 -4.5415 0.034
O 10.5106 -0.2554 0.8810 -0.051
H 10.1868 -1.1637 0.8830 0.044
H 11.4589 -0.3441 1.0263 0.035
O 2.1100 -2.3001 3.4403 -0.056
H 1.6319 -2.9087 4.0140 0.044
H 3.0171 -2.6287 3.4550 0.018
O -5.6226 -6.6924 1.2813 -0.058
H -6.4613 -7.1549 1.3881 0.043
H -5.2430 -7.0770 0.4808 0.031
O -8.7234 4.7408 4.4490 -0.064
H -9.0272 3.8271 4.4706 0.037
H -7.7726 4.6744 4.6101 -0.012
O 6.0161 -1.2086 3.9488 -0.107
H 6.5361 -0.4038 4.0523 -0.008
H 5.2710 -0.9342 3.3968 -0.042
O -2.1187 6.1975 7.1277 -0.078
H -1.7386 5.5493 6.5216 0.013
H -1.6519 7.0160 6.9149 0.008
O 2.9499 -4.7451 -2.3102 -0.054
H 3.4824 -3.9703 -2.0852 0.061
H 3.5956 -5.3839 -2.6432 0.040
O -2.6416 7.8469 1.5026 -0.053
H -2.1450 8.6679 1.5949 0.042
H -3.3805 8.0829 0.9294 0.046
O 4.5712 -4.4162 1.7116 -0.065
H 4.9524 -4.1498 2.5561 0.027
H 4.2352 -3.5903 1.3367 0.019
O -3.5602 3.9896 -1.0716 -0.076
H -3.1079 3.8157 -0.2367 0.002
H -2.8425 4.1936 -1.6843 0.000
O 2.3686 -3.8627 -5.1423 -0.070
H 2.8146 -4.0301 -4.2972 0.006
H 3.0891 -3.6643 -5.7534 0.059
O -1.5643 3.4932 -3.5077 -0.050
H -2.2245 2.9230 -3.9187 0.044
H -1.1594 3.9536 -4.2513 0.039
O 0.6003 3.1180 6.4989 -0.069
H 0.0559 3.6451 5.8987 -0.002
H 0.4675 2.2128 6.1974 0.034
O 0.0058 -2.8874 -7.3708 -0.066
H -0.5890 -2.3609 -6.8249 0.031
H 0.7090 -3.1501 -6.7625 0.002
O 3.0692 -7.0496 -4.3189 -0.055
H 2.5323 -6.5137 -4.9180 0.029
H 2.9222 -7.9539 -4.6164 0.040
O 0.4557 7.3896 7.1926 -0.049
H 0.8913 7.2327 8.0378 0.049
H 1.1799 7.5968 6.5907 0.048

Entry 4:
24
Properties=species:S:1:pos:R:3:nbo_charge:R:1 method="wB97M-V/def2-TZVPD" homo_energy_ev=-8.4 relative_energy_kcal_mol=25.9 total_energy_ev=-160356.1034 e_lumo_ha=-0.0509
O 2.4447 -1.0514 -0.4157 -0.517
O -2.4127 0.9101 0.6878 -0.479
F -1.2296 3.0634 -3.5486 -0.308
Br 2.9610 -1.7727 2.7779 -0.001
Br -2.0052 -2.4699 2.8202 0.013
C 0.6072 1.6605 -3.0890 -0.241
C -0.6454 2.1237 -2.7636 0.405
C 1.2816 0.6241 -2.3006 -0.167
C -1.2460 1.6582 -1.5923 -0.273
C 0.5681 -1.0609 0.8657 0.155
C -0.6033 -0.3247 1.3492 0.106
C 0.6060 0.2209 -1.0696 0.089
C -0.6714 0.7552 -0.7005 0.137
N 1.2127 -0.7086 -0.2467 0.089
N -1.2678 0.5414 0.5074 0.132
C 1.2652 -2.1756 1.7345 -0.418
C -1.2169 -0.6388 2.7518 -0.464
H 0.9435 1.9919 -3.9924 0.227
H 2.3183 0.2651 -2.5455 0.277
H -2.2683 2.1015 -1.3756 0.271
H 0.5626 -2.2997 2.5028 0.218
H 1.3310 -3.0504 1.1008 0.247
H -0.5229 -0.3868 3.5288 0.242
H -2.0124 0.0234 3.0135 0.263